The following is a quantum chemistry calculation of C18H14N4O3S as an isolated structure in a non-equilibrium geometry, from OMol25.

```
40
Properties=species:S:1:pos:R:3:forces:R:3
C -4.542767 -2.336110 -0.943342 1.9 1.8 1.7
C -3.332330 -2.079253 -0.250054 -8.0 7.5 -1.9
C -3.171162 -0.747340 0.342533 -0.7 -1.7 1.8
C -4.240377 0.113401 0.169225 -0.9 -0.4 -2.2
C -5.393118 -0.305120 -0.737580 0.5 13.8 5.4
C -5.619097 -1.446446 -1.137536 0.6 -6.1 -1.8
H -6.525444 -1.684061 -1.627916 -0.5 -0.6 -0.6
H -6.179895 0.668278 -0.824801 2.0 -2.9 0.1
O -4.315748 1.418166 0.664284 2.0 -1.1 0.7
C -3.010460 1.837230 1.272785 -5.8 9.5 -4.5
C -2.057134 2.230294 0.252253 3.1 -2.8 -4.5
N -2.104486 2.972798 -0.865795 2.3 -2.8 1.7
N -0.897211 2.515870 -1.645845 -4.7 7.8 -3.9
C -0.220370 1.811905 -0.959319 3.8 -6.4 1.5
N -0.887867 1.242504 0.006539 -2.9 0.1 7.0
N -0.364317 0.223682 0.920854 4.4 -0.1 -4.6
C 0.825458 -0.248989 0.255542 -7.6 7.2 -0.1
C 1.632684 -1.239758 0.794453 2.9 -4.2 -1.0
O 2.714322 -1.485718 -0.308220 -7.5 -3.9 3.2
C 3.674694 -0.709989 -0.234161 6.0 -1.2 -10.5
C 4.485970 -0.910472 -1.546436 0.6 7.2 9.8
C 5.502702 0.023066 -1.465881 3.4 -2.6 -7.8
C 5.876357 1.037927 -0.636982 -1.2 0.6 3.0
C 5.009163 1.118029 0.590035 6.8 0.3 -9.5
C 3.984966 0.391935 0.359820 -5.6 -0.8 9.4
O 3.290253 0.409156 1.713198 -2.9 -2.0 -0.4
C 2.398771 -0.904386 1.993731 -10.1 14.0 -2.3
H 3.025370 -1.396424 2.343296 9.6 -9.2 5.5
H 1.587877 -0.441069 2.862619 2.4 -1.6 -2.4
H 5.292706 1.788627 1.229380 0.6 3.4 4.2
H 6.734025 1.696286 -0.879482 -0.7 -0.7 0.5
H 6.228048 -0.218699 -2.608622 -1.7 1.3 3.6
H 4.326410 -1.637055 -2.150119 -0.9 -4.5 -4.0
H 1.027388 -2.189930 0.912700 1.0 0.8 -0.2
S 1.172511 0.755258 -1.246460 0.5 -0.9 0.8
H -3.262394 3.073138 1.714161 0.3 -4.1 -0.6
H -2.641388 1.255861 1.921993 2.4 -4.3 5.1
H -2.461587 -0.652237 1.251962 -0.9 0.0 -2.2
H -2.744190 -2.781407 -0.090714 5.6 -6.1 1.3
H -4.818327 -3.168940 -1.412096 0.2 -4.3 -1.4
```
Forces are in eV/Å.

Results
charge	0
LUMO	-0.474	eV
frontier orbital gap	7.9761	eV
relative energy (zero: lowest compared OMol25 entry of this formula, charge and spin)	1766.5	kJ/mol
electronic energy	-1536.6203	hartree

natural (NBO) population analysis, charges in e, atoms 1 to 6: atom 1 (C): -0.210, atom 2 (C): -0.168, atom 3 (C): -0.341, atom 4 (C): 0.304, atom 5 (C): -0.181, atom 6 (C): -0.242